No. 1
73
Properties=species:S:1:pos:R:3 method="wB97M-V/def2-TZVPD" smiles="CCC(=O)OCC(=O)[C@]1(OC(=O)CC)[C@@H](C)C[C@@H]2[C@@H]3CCC4=CC(=O)C=C[C@]4(C)[C@@]3(Cl)[C@H](O)C[C@@]21C" energy_ha=-2076.06939 e_above_lowest_kcal_mol=2.74 largest_force_ev_per_a=1.02
C 1.881 6.209 1.796
C 1.443 5.648 3.152
C 1.107 4.193 2.971
O 1.891 3.279 3.013
O -0.196 4.019 2.716
C -0.569 2.682 2.416
C 0.273 2.160 1.254
O 0.608 2.903 0.371
C 0.622 0.664 1.251
O 0.789 0.350 2.640
C 1.269 -0.779 3.152
O 1.471 -1.811 2.564
C 1.540 -0.637 4.639
C 1.132 0.691 5.258
C 1.882 0.438 0.383
C 3.187 0.555 1.162
C 1.689 -0.904 -0.340
C 0.260 -1.384 -0.030
C -0.487 -2.130 -1.149
C 0.388 -3.256 -1.699
C -0.428 -4.149 -2.632
C -1.004 -3.301 -3.720
C -0.683 -3.509 -5.000
C -1.160 -2.686 -6.111
O -0.849 -2.901 -7.270
C -2.051 -1.590 -5.716
C -2.379 -1.357 -4.449
C -1.904 -2.172 -3.278
C -3.187 -2.754 -2.648
C -1.097 -1.276 -2.271
Cl 0.187 -0.499 -3.283
C -1.918 -0.139 -1.625
O -2.490 0.750 -2.546
C -1.063 0.659 -0.632
C -0.497 -0.164 0.528
C -1.607 -0.569 1.497
H 2.752 5.671 1.431
H 2.133 7.262 1.893
H 1.081 6.103 1.068
H 2.257 5.736 3.872
H 0.563 6.179 3.514
H -1.616 2.733 2.107
H -0.457 2.049 3.297
H 2.616 -0.788 4.759
H 1.047 -1.473 5.140
H 1.455 0.726 6.296
H 0.051 0.811 5.235
H 1.592 1.517 4.722
H 1.874 1.248 -0.353
H 3.177 1.458 1.769
H 4.019 0.612 0.464
H 3.346 -0.305 1.807
H 1.855 -0.776 -1.405
H 2.405 -1.635 0.032
H 0.345 -2.110 0.783
H -1.348 -2.598 -0.657
H 1.231 -2.840 -2.251
H 0.785 -3.841 -0.868
H 0.208 -4.925 -3.060
H -1.224 -4.639 -2.066
H -0.027 -4.325 -5.273
H -2.441 -0.978 -6.516
H -3.055 -0.552 -4.202
H -3.626 -3.460 -3.350
H -2.991 -3.275 -1.716
H -3.910 -1.963 -2.466
H -2.770 -0.587 -1.105
H -1.773 1.182 -3.031
H -0.246 1.115 -1.193
H -1.695 1.466 -0.253
H -2.352 -1.172 0.985
H -1.208 -1.161 2.317
H -2.102 0.307 1.910

***

No. 2
76
Properties=species:S:1:pos:R:3 method="wB97M-V/def2-TZVPD" total_charge=+2 energy_ha=-3024.77179 largest_force_ev_per_a=2.53
Pb -1.948 0.510 -0.449
N -2.588 -1.517 -1.786
C -3.147 -2.489 -2.057
C -3.782 -3.699 -2.358
C -5.003 -4.023 -1.741
N -5.983 -4.298 -1.194
C -3.111 -4.624 -3.180
N -2.514 -5.368 -3.830
O -2.137 7.189 -1.835
S -2.846 6.348 -0.931
O -4.161 6.664 -0.503
N -2.828 4.819 -1.560
C -2.075 3.961 -0.859
O -1.889 2.780 -1.226
C -1.439 4.571 0.334
C -0.556 3.990 1.235
C -0.031 4.777 2.246
C -0.382 6.123 2.361
C -1.262 6.716 1.456
C -1.769 5.922 0.460
H -0.287 2.945 1.141
H 0.667 4.353 2.954
H 0.035 6.724 3.157
H -1.528 7.761 1.539
C 0.184 -1.416 -3.691
N 0.452 -0.001 -3.945
C 0.868 0.292 -5.317
C 0.559 0.898 -2.973
S 0.605 0.346 -1.289
N 0.720 2.193 -3.254
C 0.021 2.864 -4.350
C 1.466 3.091 -2.378
H -0.263 -1.856 -4.581
H -0.493 -1.542 -2.856
H 1.117 -1.937 -3.467
H 1.430 -0.565 -5.687
H 1.519 1.160 -5.348
H 0.013 0.452 -5.974
H -0.699 2.200 -4.818
H 0.719 3.240 -5.099
H -0.526 3.711 -3.933
H 2.156 2.531 -1.757
H 0.809 3.677 -1.743
H 2.034 3.776 -3.009
C -0.372 -3.715 -0.120
C -1.500 -4.333 0.708
C -1.320 -4.257 2.224
C -1.308 -2.846 2.808
N -0.016 -2.189 2.600
C 0.213 -0.919 2.316
S -1.071 0.256 2.172
N 1.457 -0.479 2.186
C 2.669 -1.284 2.343
C 3.048 -1.567 3.799
C 4.278 -2.473 3.847
C 4.711 -2.818 5.267
H -0.466 -4.024 -1.163
H 0.604 -4.053 0.232
H -0.387 -2.622 -0.097
H -1.589 -5.388 0.444
H -2.447 -3.851 0.446
H -0.398 -4.776 2.504
H -2.143 -4.796 2.693
H -1.493 -2.896 3.883
H -2.087 -2.231 2.363
H 0.782 -2.778 2.792
H 1.563 0.510 2.044
H 3.478 -0.734 1.863
H 2.545 -2.223 1.795
H 2.219 -2.043 4.330
H 3.261 -0.624 4.308
H 5.103 -1.982 3.324
H 4.063 -3.398 3.301
H 4.976 -1.920 5.826
H 5.582 -3.470 5.245
H 3.914 -3.327 5.811